Entry 1:
Formula: C8H10OS2
Source: OMol25
Level of theory: ωB97M-V with the def2-TZVPD basis set

Each line ends with the Löwdin charge.
Positions of all 21 atoms, in Å:
S: 3.055 -0.416 0.130  0.355
S: 3.880 0.482 -1.339  0.326
O: 3.347 -1.813 0.255  -0.403
C: -0.561 0.512 -1.363  -0.031
C: 0.454 -1.135 0.541  -0.071
C: 3.494 0.581 1.634  -0.157
C: 0.784 0.634 -0.981  -0.096
C: -2.781 -0.565 -1.205  -0.031
C: -0.809 -1.284 0.127  -0.037
C: 1.299 -0.265 -0.102  -0.381
C: -1.374 -0.405 -0.768  -0.296
H: 0.898 -1.821 1.162  0.094
H: 3.822 -0.081 2.373  0.036
H: -3.180 0.471 -1.358  0.109
H: 4.168 1.326 1.299  0.027
H: -3.234 -1.048 -0.436  0.033
H: -1.507 -2.076 0.486  0.140
H: 2.564 0.864 2.139  0.070
H: -2.753 -1.204 -2.108  0.108
H: -0.857 1.344 -1.945  0.106
H: 1.368 1.340 -1.653  0.101

Computed properties:
Lowest unoccupied orbital energy (eV): 0.64
E_tot (eV): -32174.068
Highest occupied orbital energy (Eh): -0.3289
Largest force on an atom (eV/Å): 3.2
Energy relative to the best compared isomer or geometry (same formula, charge and spin) (eV): 1.1608
Structure (SMILES): Cc1ccc([S@@](C)(=O)=S)cc1


Entry 2:
Formula: C3H4CaLiO3
Source: OMol25
Level of theory: ωB97M-V with the def2-TZVPD basis set

Each line ends with the Löwdin charge.
Positions of all 12 atoms, in Å:
Ca: -2.895 2.440 -2.867  1.638
O: 1.124 -0.910 1.694  -0.138
O: -1.041 0.095 -0.888  -0.058
O: -1.427 2.265 -1.185  -0.230
C: -1.648 1.072 -1.530  -0.509
C: -0.142 0.409 0.176  -0.116
C: 0.517 -0.862 0.629  -0.206
Li: 2.554 -2.035 2.313  0.427
H: 0.164 -1.794 0.144  0.133
H: 0.633 1.117 -0.155  0.151
H: -0.676 0.868 1.022  0.153
H: 2.836 -2.666 0.646  -0.245

Computed properties:
Lowest unoccupied orbital energy (eV): -5.91
Net charge: +1
E_tot (eV): -27952.681
Highest occupied orbital energy (Eh): -0.3095
Largest force on an atom (eV/Å): 2.7
Energy relative to the best compared isomer or geometry (same formula, charge and spin) (eV): 5.2932


Entry 3:
Formula: C2H6N2O2
Source: OMol25
Level of theory: ωB97M-V with the def2-TZVPD basis set

Each line ends with the Löwdin charge.
Positions of all 12 atoms, in Å:
O: -1.952 1.437 -0.389  -0.627
O: 1.832 0.685 0.384  -0.486
N: 0.698 0.861 -0.424  -0.399
N: -0.397 1.050 0.436  -0.219
C: 0.729 -0.411 -1.258  -0.202
C: -0.765 -0.074 1.232  -0.265
H: -1.528 0.249 1.943  0.043
H: -0.196 -0.606 -1.829  0.030
H: 0.136 -0.505 1.654  0.036
H: -1.187 -0.926 0.779  0.011
H: 1.645 -0.500 -1.971  0.051
H: 0.986 -1.260 -0.557  0.028

Computed properties:
Lowest unoccupied orbital energy (eV): 7.66
Net charge: -2
E_tot (eV): -9236.452
Highest occupied orbital energy (Eh): 0.0923
Largest force on an atom (eV/Å): 4.1
Energy relative to the best compared isomer or geometry (same formula, charge and spin) (eV): 2.8983


Entry 4:
Formula: C4H4O
Source: OMol25
Level of theory: ωB97M-V with the def2-TZVPD basis set

Each line ends with the Löwdin charge.
Positions of all 9 atoms, in Å:
O: 0.725 1.790 0.024  0.057
C: -1.172 0.402 -0.008  -0.056
C: 1.257 -0.573 0.064  -0.074
C: -2.373 0.274 0.090  0.153
C: 0.245 0.661 0.031  -0.501
H: 2.343 -0.046 -0.479  0.147
H: -3.364 -0.041 -0.114  0.034
H: 0.813 -1.518 -0.773  0.150
H: 1.526 -0.948 1.164  0.091

Computed properties:
Lowest unoccupied orbital energy (eV): -0.07
E_tot (eV): -6256.248
Highest occupied orbital energy (Eh): -0.3796
Largest force on an atom (eV/Å): 4.4
Energy relative to the best compared isomer or geometry (same formula, charge and spin) (eV): 3.1312